Below is 9 unconnected molecules or ions with the total composition C21H51N6O15 in a non-equilibrium geometry, with properties calculated with the ωB97M-V functional and the def2-TZVPD basis.

XYZ file:
```
93
Properties=species:S:1:pos:R:3:forces:R:3
C -1.444451 0.102865 -1.295531 0.09 0.21 0.87
C -0.703061 -0.977995 -0.562691 1.50 -3.02 -1.85
O -0.484851 -2.119105 -0.991271 -0.55 4.40 2.35
N -0.138531 -0.587555 0.937159 0.38 -2.51 -3.31
H 0.056569 0.393695 1.075719 -0.23 0.76 0.03
H -0.948791 -0.867515 1.471219 -0.25 -0.17 1.29
C 1.149129 -1.404905 1.228799 -0.92 1.05 1.19
H -1.748391 -0.168415 -2.306531 -0.05 -0.49 0.40
H -0.924521 1.057725 -1.373111 0.41 -0.09 0.38
H -2.278651 0.315325 -0.626881 -0.53 0.17 -0.23
H 1.021209 -2.487035 1.256109 -0.53 0.34 -0.16
H 1.333459 -1.027355 2.234569 0.60 -0.45 0.08
H 1.953359 -1.112545 0.553639 -0.39 0.15 -0.08
C 7.165359 -6.097055 -1.735261 0.03 0.64 0.12
C 5.988999 -5.118705 -1.749461 -0.04 -0.21 4.45
O 5.557829 -4.538765 -0.760041 0.81 -1.20 -3.87
N 5.291289 -5.012375 -3.103501 0.10 1.01 0.96
H 6.049739 -4.932045 -3.765621 0.19 -0.13 -0.66
H 4.771699 -5.856605 -3.296881 0.02 -0.72 -0.05
C 4.330709 -3.849255 -3.222711 0.70 -1.00 -0.74
H 8.019949 -5.662355 -2.253721 -0.13 -0.12 -0.73
H 6.901369 -7.088565 -2.103121 -0.02 0.14 -0.40
H 7.606449 -6.241615 -0.749041 -0.76 0.24 0.32
H 3.535159 -4.075705 -2.512841 0.13 0.74 -0.02
H 4.001499 -3.944865 -4.257401 -0.41 0.35 0.15
H 4.940659 -2.951735 -3.120171 -0.59 0.05 0.45
C -6.587221 -3.572065 -1.757621 -0.49 1.14 -0.42
C -7.427841 -2.302935 -2.130871 0.95 0.19 -2.88
O -7.454071 -1.675305 -3.188081 -0.28 -1.92 4.24
N -8.347801 -1.857735 -0.899701 1.05 0.15 -2.71
H -8.463621 -2.706865 -0.365221 -0.76 -0.35 0.31
H -7.765001 -1.288835 -0.302371 0.35 0.82 0.55
C -9.608571 -1.167595 -1.415401 -0.23 -1.46 1.70
H -7.221781 -4.352665 -1.337971 0.00 0.23 0.41
H -5.811951 -3.227405 -1.073321 -0.21 -0.11 0.59
H -6.030601 -4.055485 -2.560481 -0.42 0.58 -0.51
H -10.281381 -1.295825 -0.567471 -0.19 0.65 -0.02
H -10.029391 -1.836125 -2.166441 0.28 0.59 -0.43
H -9.445811 -0.116755 -1.654891 0.16 -0.48 -0.18
C 4.440729 3.728235 -0.517441 -0.12 -0.44 -0.44
C 3.973729 3.235705 -1.868341 0.06 -3.79 0.60
O 3.597789 2.084225 -2.065851 0.78 3.56 -0.24
N 4.069299 4.192395 -3.048431 -1.37 -0.43 0.45
H 4.523089 5.017605 -2.683471 -0.45 0.96 0.05
H 4.717829 3.878475 -3.756221 0.12 -0.71 -0.41
C 2.623039 4.366595 -3.654521 1.62 0.79 0.10
H 3.705489 4.393755 -0.065121 -0.10 0.09 0.07
H 5.423369 4.199955 -0.519441 -0.06 0.26 -0.34
H 4.535749 2.818325 0.075129 -0.25 0.21 0.12
H 2.709309 5.237155 -4.304741 -0.23 -0.09 0.02
H 1.963229 4.577305 -2.812891 -0.08 -0.27 -0.21
H 2.421539 3.470075 -4.240831 -0.10 0.08 0.45
C -8.319401 3.947865 -4.866901 2.01 -0.06 -1.01
C -6.902821 3.334245 -4.839111 -1.29 0.26 3.72
O -6.358611 2.851685 -3.870431 -0.55 0.80 -2.86
N -6.151711 3.504695 -6.132061 0.16 -1.91 0.33
H -6.593861 4.144165 -6.776801 -0.48 0.18 -0.23
H -5.245241 3.895885 -5.919071 0.64 -0.02 0.14
C -6.029241 2.102465 -6.768641 -0.10 0.65 -1.31
H -8.119961 4.955165 -5.232501 -0.18 0.50 0.30
H -8.789101 3.988665 -3.884151 -0.01 -0.40 -0.36
H -8.852251 3.529085 -5.720591 -0.56 -0.39 0.42
H -5.226801 1.490115 -6.357291 -0.12 0.51 0.22
H -5.879911 2.327385 -7.824671 0.44 -0.31 0.03
H -6.978351 1.566755 -6.750361 -0.06 0.29 0.56
C 6.134659 1.454725 6.371569 0.71 -0.71 0.80
C 7.419639 1.149235 7.111599 0.19 4.54 2.98
O 7.800849 1.796655 8.100209 -0.74 -3.33 -3.80
N 8.311499 0.105885 6.482869 0.38 0.36 0.93
H 7.916299 -0.753685 6.836499 -0.23 -0.71 0.25
H 8.200649 0.028855 5.481929 -0.16 0.38 -0.48
C 9.771049 0.108255 6.887289 -0.54 -1.71 0.07
H 5.457729 1.847745 7.130109 -0.18 -0.13 -0.22
H 5.751459 0.551685 5.896409 -0.29 0.21 -0.12
H 6.344169 2.249905 5.656099 0.01 -0.07 -0.16
H 10.402469 0.648425 6.181859 -0.31 0.32 0.48
H 9.958089 -0.962245 6.802729 0.81 0.09 -0.10
H 9.819839 0.305785 7.958129 0.18 0.71 -0.34
O -0.329461 -1.652705 7.484619 -1.04 1.33 -0.18
C 0.533169 -2.678715 7.344489 1.01 -1.54 0.35
O 0.455809 -3.338275 6.290289 -0.27 -0.13 -1.61
O 1.281429 -2.888545 8.288029 1.11 0.16 1.26
H -0.808931 -1.718195 6.655509 -0.49 0.26 -0.15
O -6.219461 -1.702225 4.189009 -0.97 -1.03 2.06
C -5.228741 -1.411445 3.366299 3.58 -0.06 -2.55
O -4.081521 -1.908765 3.442659 -0.94 -0.65 1.36
O -5.499151 -0.640065 2.422479 -1.78 1.57 -1.70
H -6.937621 -1.098665 3.985149 0.06 0.12 -0.17
O -1.190521 4.960775 3.174869 -0.29 1.17 0.14
C -0.276331 4.185525 2.583179 0.04 -2.36 -1.82
O 0.356939 3.437815 3.317229 1.72 -0.90 2.42
O -0.219981 4.073095 1.351749 -0.42 1.21 -2.46
H -0.909111 4.719265 4.060339 -0.66 0.40 1.01
```
Forces are in eV/Å.

net charge = +3
E_LUMO = -6.923 eV
HOMO-LUMO gap = 1.3 eV
ΔE to the lowest compared entry with this formula, charge and spin = 1553.6 kJ/mol
HOMO = -8.17 eV